ORCA calculation (ωB97M-V/def2-TZVPD) on a cluster of 5 separate species, C31H52F4N4O3PS2 in total at a distorted geometry.

Properties
F_max ... 2.64 eV Å⁻¹
HOMO-LUMO gap ... 6.96 eV
E_tot ... -86917.970 eV
Net charge ... -1
Highest occupied orbital energy ... -0.1736 Eh
Lowest unoccupied orbital energy ... 0.082 hartree
2S+1 ... 1

Structure (XYZ):
```
97
Properties=species:S:1:pos:R:3:mulliken_charge:R:1
C 0.90917 -3.27935 0.38988 0.08
C 0.20464 -2.31716 0.26639 -0.87
C -0.69853 -1.21755 0.00012 -1.00
P 0.09673 0.55252 -0.09093 2.72
C 1.45961 0.01519 1.16303 -1.24
C 2.27702 -0.19130 2.02675 -0.27
C -1.25679 1.18495 -1.24693 -1.07
C -1.54288 0.50606 -2.59406 -1.02
C -2.43462 1.43003 -3.44256 -0.38
C -2.68225 0.80435 -4.82261 -1.46
C 1.22158 -0.08977 -1.52083 -1.77
S 1.71627 1.08039 -2.81178 -0.27
C 3.49466 0.80072 -3.04141 0.73
C 4.22542 2.15656 -3.04486 -1.13
C -0.85314 1.23096 1.44386 -1.70
C -1.52265 2.59801 1.39645 -0.09
O -1.20015 3.26807 2.62719 -0.62
C -3.06940 2.59479 1.29282 0.62
F -3.45554 2.93966 0.01766 -0.23
F -3.65379 1.40021 1.56470 -0.29
F -3.65234 3.51630 2.11034 -0.32
S 1.28550 2.61311 -0.09524 1.17
O 0.80550 3.59311 -1.04733 -0.63
O 1.29415 3.14605 1.25065 -0.73
F 2.88322 2.33130 -0.29101 -0.18
H 1.71038 -3.90463 0.69555 0.53
H -1.16069 -1.50299 -0.94337 0.16
H -1.46865 -1.29996 0.76726 0.39
H 2.74408 -0.33424 2.96854 0.54
H -1.31164 2.26003 -1.38122 0.64
H -2.16232 0.94182 -0.68762 0.35
H -0.70525 0.24443 -3.23648 0.30
H -2.13251 -0.39893 -2.45593 0.36
H -3.35500 1.68716 -2.92953 0.26
H -1.82088 2.30973 -3.62020 0.30
H -3.61782 1.18629 -5.23000 0.41
H -2.74138 -0.27810 -4.78219 0.40
H -1.91845 1.12672 -5.52093 0.32
H 2.12560 -0.46777 -1.06123 0.39
H 0.77982 -0.94246 -2.02144 0.64
H 3.85321 0.14975 -2.25371 -0.73
H 3.65974 0.32008 -3.99871 0.57
H 3.49741 2.95329 -2.92929 0.31
H 4.90245 2.25212 -2.20331 0.26
H 4.72455 2.34186 -3.99067 0.31
H -1.57427 0.50513 1.80754 0.79
H -0.13192 1.30427 2.24372 0.52
H -1.17723 3.25454 0.60536 0.58
H -0.86067 4.13758 2.40610 0.39
C 6.08498 0.62864 0.84021 -0.87
C 6.45227 -0.80351 1.21624 -0.40
C 6.43392 -1.75474 0.01359 -0.59
C 5.10216 -1.79366 -0.58183 0.25
N 4.04179 -1.82396 -1.00300 -0.41
H 5.06805 0.69117 0.44877 0.04
H 6.13638 1.27819 1.71362 0.35
H 6.76797 1.02357 0.08444 0.36
H 5.75717 -1.16616 1.97506 0.27
H 7.45046 -0.82187 1.65992 0.31
H 6.70901 -2.76529 0.31686 0.31
H 7.14534 -1.42534 -0.74570 0.27
C -0.72123 -6.09283 4.13980 -0.75
C -0.90357 -6.52211 2.69264 -0.32
C 0.22252 -7.43018 2.18098 -0.46
C 1.51095 -6.74532 2.26166 0.27
N 2.50128 -6.17467 2.31881 -0.49
H 0.19029 -5.50521 4.26369 0.33
H -1.55588 -5.47137 4.44562 -0.13
H -0.66603 -6.95473 4.81251 0.34
H -0.96031 -5.63100 2.06601 0.19
H -1.85336 -7.04965 2.58441 0.36
H 0.03979 -7.70379 1.14159 0.29
H 0.28390 -8.34954 2.76612 0.33
C -3.26439 5.09071 -4.55057 -0.85
C -2.62044 6.36999 -5.06966 -0.47
C -2.63300 6.47212 -6.60003 -0.46
C -1.89760 5.37305 -7.22563 0.28
N -1.32362 4.51491 -7.71403 -0.43
H -2.72112 4.20698 -4.88561 0.16
H -3.26310 5.07730 -3.46136 0.28
H -4.29954 5.00640 -4.88961 0.33
H -1.59263 6.42756 -4.70832 0.30
H -3.15091 7.23368 -4.66387 0.31
H -2.17857 7.40976 -6.92144 0.29
H -3.65856 6.45098 -6.97220 0.28
C -1.92701 -1.67961 6.35673 -1.14
C -3.43721 -1.88570 6.39397 -0.37
C -3.84852 -3.32910 6.07673 -0.38
C -3.40660 -3.71319 4.73852 0.30
N -3.03657 -4.01648 3.70141 -0.49
H -1.52221 -1.87379 5.36300 0.32
H -1.67568 -0.65176 6.61518 0.33
H -1.42293 -2.33957 7.06595 0.32
H -3.91197 -1.20881 5.68214 0.29
H -3.81635 -1.62629 7.38431 0.29
H -4.93210 -3.43899 6.12606 0.29
H -3.40713 -4.01965 6.79778 0.30
```

ORCA calculation (ωB97M-V/def2-TZVPD) on a structure of composition C31H52InN2O3P2 at a distorted geometry.

Properties
F_max ... 4.04 eV Å⁻¹
HOMO-LUMO gap ... 4.70 eV
E_tot ... -65857.115 eV
Net charge ... +1
Highest occupied orbital energy ... -0.3880 Eh
Lowest unoccupied orbital energy ... -0.215 hartree
2S+1 ... 1

Structure (XYZ):
```
91
Properties=species:S:1:pos:R:3:mulliken_charge:R:1
In 0.32052 1.58813 -0.22801 0.54
C 3.87775 1.97039 -0.61262 0.62
C 3.49572 1.50026 -1.90892 0.64
C 2.21072 3.35409 -1.41028 0.54
C 3.09994 3.12548 -0.31076 0.20
C 2.44533 2.32777 -2.39203 0.53
C 4.92798 1.39819 0.24885 -1.82
H 5.05381 0.32361 0.07054 0.42
H 4.68678 1.53481 1.31096 0.44
H 5.90057 1.88323 0.06806 0.32
C 3.15236 3.93787 0.92402 -1.04
H 3.82575 3.48915 1.66311 0.39
H 2.16385 4.03756 1.39955 -0.06
H 3.51880 4.95346 0.71311 0.33
C 1.25769 4.47613 -1.54857 -0.94
H 1.74898 5.31821 -2.06253 0.43
H 0.91236 4.84687 -0.57099 0.19
H 0.37180 4.19898 -2.13813 0.33
C 1.71866 2.19152 -3.67005 -1.55
H 2.12613 2.88217 -4.42594 0.34
H 0.64916 2.42683 -3.56536 0.28
H 1.79628 1.17424 -4.07461 0.38
C 4.10189 0.38158 -2.64740 -1.48
H 4.77528 0.74586 -3.44248 0.38
H 3.33527 -0.24391 -3.12835 0.32
H 4.69551 -0.25790 -1.98146 0.34
C 0.69559 -1.41495 1.52219 -0.73
C 1.94556 -1.58522 1.04291 -0.43
C 2.36537 -2.38285 -0.14734 -0.48
C 1.25581 -2.76675 -1.16101 0.31
C 0.55056 -1.63592 -1.80979 -0.18
C -0.61437 -1.14324 -1.34612 -0.90
C -1.35618 -1.64173 -0.14671 -0.38
C -0.56087 -2.11599 1.12390 0.05
H 2.86432 -3.32205 0.15351 0.50
H 0.53375 -3.43637 -0.66353 -1.40
H 3.13448 -1.79294 -0.67217 0.02
H -0.45819 -3.21174 1.06651 -0.48
H 0.56934 -0.67499 2.32799 0.46
H 2.76542 -1.02171 1.50852 0.47
H -1.25745 -1.94464 1.95888 0.54
H -2.05127 -0.84553 0.16748 0.35
H -1.11335 -0.31631 -1.88179 0.94
H -2.00713 -2.49514 -0.41578 0.13
H 1.74034 -3.36880 -1.94326 0.74
H 1.02295 -1.17803 -2.68844 0.46
P -1.11932 -5.14299 -0.49490 0.95
C -1.58297 -5.55814 1.24275 -1.51
C -0.25265 -6.72239 -0.91310 -1.29
P -2.89642 -4.63148 -2.89102 0.35
C -2.77580 -5.52989 -1.25822 -1.25
C -2.62331 -6.09481 -4.00728 -1.19
C -4.74256 -4.67814 -2.99018 -1.21
H -2.30897 -4.82650 1.62307 0.36
H -0.67919 -5.53051 1.86626 0.42
H -2.02348 -6.56458 1.25369 0.46
H -0.85160 -7.56987 -0.54851 0.41
H 0.72325 -6.70716 -0.40679 0.38
H -0.09769 -6.79802 -1.99843 0.29
H -5.09613 -5.71385 -2.89869 0.33
H -5.03446 -4.26265 -3.96251 0.40
H -5.16500 -4.05980 -2.18855 0.35
H -3.56783 -5.17821 -0.57085 0.53
H -2.86645 -6.62190 -1.41643 0.55
H -2.86305 -5.75855 -5.02521 0.41
H -3.29331 -6.91844 -3.72267 0.35
H -1.57558 -6.42114 -3.97497 0.29
C 0.05267 5.68452 3.09521 -1.42
C -1.27841 5.26506 2.47657 -0.54
C -1.83926 3.88509 2.87784 1.79
C -1.98284 3.64985 4.41708 -0.92
C -0.71231 3.51276 5.23832 -1.16
C -3.22770 3.71306 2.22408 -0.32
O -4.27215 3.62411 2.84574 -0.57
N -3.20619 3.66783 0.81820 0.03
C -2.23709 2.89588 0.17266 0.22
O -2.22769 2.61843 -1.02878 -0.63
N -1.25392 2.42005 0.99866 -0.35
C -0.93295 2.81214 2.25382 0.08
O 0.08662 2.32305 2.77012 -0.64
H -0.09910 6.12396 4.08823 0.36
H 0.53995 6.44579 2.46995 0.39
H 0.73878 4.83377 3.18271 0.37
H -2.04777 6.02529 2.69097 0.52
H -1.17015 5.25430 1.37868 0.29
H -2.60573 4.45779 4.83101 0.39
H -2.55923 2.72281 4.54561 0.42
H -0.16864 4.45661 5.29654 0.23
H -0.93842 3.16367 6.25231 0.42
H -0.05871 2.77700 4.75871 0.25
H -4.10084 3.68649 0.35264 0.37
```

ORCA calculation (ωB97M-V/def2-TZVPD) on a structure of composition C31H52LaN2O3P2 at a distorted geometry.

Properties
ΔE to the lowest compared entry with this formula, charge and spin ... 0.0 kJ/mol
F_max ... 5.07 eV Å⁻¹
HOMO-LUMO gap (alpha / beta) ... 5.55 / 5.55 eV
E_tot ... -61544.272 eV
Net charge ... +1
Highest occupied orbital energy (alpha / beta) ... -0.2988 / -0.2988 Eh
Lowest unoccupied orbital energy (alpha / beta) ... -0.095 / -0.095 hartree
2S+1 ... 1

Structure (XYZ):
```
91
Properties=species:S:1:pos:R:3:mulliken_charge:R:1
La 1.87653 0.26161 -0.86227 0.89
C -0.47922 -0.87629 0.64083 0.19
C -0.09146 -1.89355 -0.27851 1.56
C 1.63618 -1.59233 1.22592 -0.74
C 0.56608 -0.72507 1.59264 1.35
C 1.22512 -2.33049 0.07658 0.23
C -1.80611 -0.21210 0.74877 -1.14
H -2.43627 -0.38066 -0.13581 0.43
H -1.69202 0.87485 0.88484 -0.02
H -2.36626 -0.58422 1.62454 0.34
C 0.43713 0.06809 2.83481 -1.50
H 0.19627 1.11244 2.60010 0.05
H 1.35650 0.04003 3.42105 0.53
H -0.36769 -0.30018 3.48961 0.34
C 2.94399 -1.69294 1.92741 -1.39
H 2.81223 -1.64726 3.01858 0.42
H 3.63576 -0.87588 1.64904 0.18
H 3.44127 -2.64051 1.68923 0.31
C 1.97750 -3.44873 -0.55196 -1.05
H 2.60235 -3.97140 0.18356 0.52
H 2.65690 -3.11433 -1.34713 -0.09
H 1.29849 -4.17765 -1.00940 0.36
C -0.94516 -2.59336 -1.26955 -1.93
H -1.08458 -3.65111 -0.99474 0.48
H -0.49692 -2.58602 -2.27273 0.23
H -1.93805 -2.14199 -1.33587 0.44
C -3.07809 2.54481 -1.96976 -0.66
C -3.97186 1.72505 -2.53358 -0.51
C -3.84009 0.88065 -3.77782 -0.66
C -2.80597 1.37475 -4.81768 -0.95
C -1.44360 0.67592 -4.58357 0.27
C -1.34480 0.40815 -3.17362 -1.92
C -0.80387 1.40862 -2.22960 2.55
C -1.62415 2.72548 -2.32732 -0.55
H -4.83624 0.83955 -4.24066 0.53
H -2.72093 2.46814 -4.77463 0.23
H -3.64017 -0.16134 -3.48572 0.24
H -1.50552 3.11626 -3.34751 0.03
H -3.39710 3.20951 -1.15618 0.38
H -4.95739 1.64427 -2.05041 0.36
H -1.17355 3.47992 -1.65947 0.40
H -0.83654 1.01832 -1.19665 -2.04
H -1.44266 -0.61096 -2.80706 0.01
H 0.27745 1.69525 -2.39692 -0.29
H -3.19318 1.13820 -5.81559 0.60
H -1.44977 -0.25577 -5.17520 0.94
P 0.16922 1.50016 -5.10814 1.22
C -0.00680 3.27357 -5.37014 -1.56
C 0.11456 0.93269 -6.84095 -1.43
P 1.43190 -0.60061 -3.30040 1.67
C 1.69280 0.88040 -4.40648 -1.60
C 0.99896 -1.87282 -4.50710 -1.50
C 3.21380 -0.95055 -2.88568 -1.71
H 0.41824 3.88374 -4.56420 0.41
H -1.05268 3.56458 -5.53876 0.38
H 0.55792 3.51604 -6.28448 0.54
H 0.58839 1.69758 -7.47441 0.51
H -0.93523 0.80572 -7.16324 0.34
H 0.64511 -0.02048 -6.98757 0.40
H 3.67578 -1.11880 -3.86994 0.55
H 3.34525 -1.85254 -2.26394 0.28
H 3.73471 -0.08619 -2.39813 0.54
H 2.20573 1.69845 -3.86954 0.52
H 2.35265 0.57536 -5.23410 0.85
H 1.31042 -2.87780 -4.21450 0.51
H 1.43058 -1.66638 -5.49605 0.47
H -0.08665 -1.90902 -4.60997 0.26
C 2.65425 2.77902 3.61789 -1.07
C 1.65952 3.88344 3.32240 -1.12
C 1.61961 4.36412 1.84594 2.58
C 0.74048 5.63368 1.69346 -0.91
C -0.63125 5.53142 2.34187 -1.32
C 3.02610 4.68697 1.33608 -0.38
O 3.52863 5.79297 1.28411 -0.58
N 3.77748 3.53884 0.95304 0.11
C 3.17480 2.52842 0.26888 0.31
O 3.82613 1.56224 -0.25967 -0.72
N 1.83805 2.54287 0.14169 -0.27
C 1.02688 3.25833 0.97553 -0.64
O -0.17478 2.93972 1.00346 -0.44
H 2.27641 1.80348 3.28799 -0.03
H 2.81837 2.71122 4.70154 0.47
H 3.62263 2.96670 3.14203 0.38
H 0.64496 3.55804 3.59667 0.43
H 1.87074 4.75953 3.95490 0.49
H 1.28336 6.49905 2.10206 0.46
H 0.62560 5.81262 0.61307 0.39
H -0.57016 5.61232 3.43458 0.30
H -1.26191 6.34674 1.97418 0.44
H -1.09058 4.57435 2.06760 0.27
H 4.76619 3.66278 0.79040 0.29
```

ORCA calculation (ωB97M-V/def2-TZVPD) on a structure of composition C31H52O3P2SSm at a distorted geometry.

Properties
F_max ... 6.52 eV Å⁻¹
HOMO-LUMO gap (alpha / beta) ... 7.55 / 7.72 eV
E_tot ... -86436.709 eV
Net charge ... +1
Highest occupied orbital energy (alpha / beta) ... -0.3995 / -0.3995 Eh
Lowest unoccupied orbital energy (alpha / beta) ... -0.122 / -0.116 hartree
2S+1 ... 6

Structure (XYZ):
```
90
Properties=species:S:1:pos:R:3:mulliken_charge:R:1
Sm -0.03269 -0.01044 -0.01443 -1.35
C 1.01250 -0.25408 -2.07419 1.02
C 0.20667 1.03247 -2.13400 1.18
C 1.88182 1.26408 -0.35980 0.95
C 2.07656 -0.06880 -1.03907 1.31
C 0.74187 1.97957 -1.04284 0.89
C 0.99832 -1.28464 -3.13988 -1.75
H 0.00016 -1.46648 -3.58234 0.32
H 1.37258 -2.27265 -2.81376 0.35
H 1.65693 -0.97784 -3.98777 0.31
C 3.24649 -0.90528 -0.87845 -1.72
H 3.23113 -1.84562 -1.45718 0.40
H 3.45386 -1.19770 0.18211 0.01
H 4.16212 -0.37107 -1.20472 0.39
C 2.80053 1.87594 0.59529 -1.43
H 3.55121 2.51824 0.07582 0.36
H 3.38382 1.13793 1.17177 0.19
H 2.31710 2.53014 1.35263 0.11
C 0.71696 3.44888 -1.04742 -1.88
H 1.46303 3.82436 -1.78155 0.35
H 1.02536 3.89834 -0.08455 0.41
H -0.22761 3.96907 -1.32538 0.30
C -0.29814 1.44921 -3.39801 -1.72
H 0.54776 1.57935 -4.11121 0.32
H -0.80558 2.42782 -3.41600 0.46
H -0.95821 0.70772 -3.90684 0.17
C -3.72263 -0.19070 -0.69294 0.47
C -3.31459 -0.19201 -1.93824 0.25
C -4.13924 0.28430 -3.08571 -1.21
C -4.23963 1.82117 -3.09767 -1.08
C -3.51775 2.47800 -1.97220 -0.07
C -4.00624 2.48054 -0.71620 -0.34
C -5.25500 1.77500 -0.33750 -0.82
C -5.08837 0.24720 -0.26695 -1.20
H -5.14725 -0.15985 -3.02600 0.45
H -5.31071 2.08941 -3.04200 0.39
H -3.73298 -0.09831 -4.05087 0.34
H -5.85106 -0.24452 -0.89043 0.39
H -3.11446 -0.45233 0.21293 0.20
H -2.29336 -0.50654 -2.30187 0.11
H -5.30308 -0.11633 0.76293 0.34
H -5.67318 2.19192 0.60143 0.39
H -3.63280 3.21686 0.02554 0.37
H -6.04953 2.00531 -1.06781 0.38
H -3.96198 2.24603 -4.08298 0.32
H -2.71807 3.22204 -2.22388 0.46
P -0.26093 -2.53082 0.16767 1.74
C 1.32014 -3.40724 0.05106 -1.05
H 1.11523 -4.46249 0.28714 0.75
H 2.10600 -3.08150 0.74971 -0.40
H 1.74725 -3.39320 -0.96523 0.37
C -0.92336 -3.20726 1.69192 -1.35
H -0.79815 -4.30525 1.64973 0.47
H -2.00181 -3.01022 1.81666 0.37
H -0.41027 -2.84979 2.59858 0.30
C -1.13710 -3.48943 -1.07118 -1.39
H -2.22763 -3.36050 -1.02626 0.40
H -0.93502 -4.55710 -0.86841 0.46
H -0.81409 -3.29059 -2.10925 0.29
P -0.83072 1.22786 2.04763 2.00
C -0.63309 3.02537 2.02931 -1.63
H -1.30891 3.41714 2.80868 0.52
H -0.84105 3.56377 1.10194 0.27
H 0.39640 3.34400 2.30782 0.35
C -2.23174 0.67849 3.00963 -1.32
H -3.17446 1.15507 2.69644 0.35
H -2.10383 0.98719 4.06399 0.50
H -2.38900 -0.41893 3.02556 0.28
C 0.26580 1.16346 3.48961 -1.90
H -0.10560 1.89605 4.23063 0.65
H 1.30834 1.43074 3.28248 0.20
H 0.26226 0.19274 3.98803 0.42
C 8.33261 -3.81400 2.76361 -1.45
C 6.97555 -3.16843 2.67626 0.95
C 6.61580 -2.15795 3.57775 -0.65
C 5.37282 -1.55119 3.50843 -1.13
C 4.47009 -1.93104 2.53760 0.52
C 4.80077 -2.92407 1.64710 0.29
C 6.04110 -3.53729 1.71452 -1.09
S 2.73787 -1.03101 2.67118 1.33
O 2.38434 -1.99530 3.66550 -0.72
O 3.04449 0.18331 3.42788 -0.74
O 1.16142 -0.95433 1.94902 -0.28
H 9.10777 -3.04990 2.63245 0.34
H 8.45266 -4.27646 3.75018 0.34
H 8.45185 -4.57625 1.99610 0.35
H 7.33721 -1.84222 4.35287 0.36
H 5.14548 -0.76677 4.23966 0.42
H 4.12159 -3.27672 0.84096 0.17
H 6.30078 -4.33280 0.98579 0.27
```